1.
76
Properties=species:S:1:pos:R:3:forces:R:3 method="wB97M-V/def2-TZVPD" fmax_ev_per_a=1.867 e_tot_ha=-2530.63857 multiplicity=4 e_lumo_ev="2.14 / 2.15" homo_ha="-0.0470 / -0.0472" total_charge=-1 molar_mass_g_mol=652.94
Er -0.3489 0.3507 -0.3179 -1.25 1.22 -0.66
N -3.9543 2.8622 -4.0252 -1.15 0.66 -0.53
N 1.3770 0.5964 -1.7400 0.92 -0.06 -1.35
C 0.4032 -1.5171 1.0778 -0.75 -0.86 -0.08
C -0.2253 -2.0568 -0.1022 -0.26 -0.12 1.68
C -1.6409 -1.8667 0.0412 0.53 -0.10 1.34
C -2.6870 -2.5620 -0.7448 -0.63 0.14 -0.62
H -2.2577 -3.0023 -1.6514 -0.17 0.02 0.09
H -3.4571 -1.8238 -1.0307 0.30 -0.37 -0.08
H -3.1770 -3.3641 -0.1648 0.32 0.17 -0.06
C -1.8678 -1.1652 1.2609 0.85 -0.62 -0.58
C -3.1509 -1.0464 1.9931 -0.64 0.41 0.02
H -3.1409 -1.7115 2.8733 0.00 0.14 -0.19
H -4.0032 -1.3165 1.3587 0.23 0.11 0.13
H -3.3214 -0.0230 2.3600 -0.04 -0.20 -0.08
C -0.6066 -0.8817 1.8643 0.04 -1.16 -0.71
C -0.4519 -0.3259 3.2300 0.01 0.31 0.47
H -1.1338 0.5179 3.3934 0.07 -0.14 0.06
H 0.5627 0.0399 3.4137 -0.08 -0.10 0.06
H -0.6891 -1.0970 3.9804 0.10 0.25 -0.04
C 0.4225 -2.8640 -1.1687 0.19 -0.27 -0.44
H -0.0065 -3.8780 -1.1944 0.13 0.22 -0.07
H 1.5005 -2.9663 -0.9897 -0.19 0.10 -0.09
H 0.2695 -2.4109 -2.1615 0.16 -0.26 0.16
C 1.8127 -1.7527 1.4816 0.83 0.22 -0.29
H 2.0548 -1.2531 2.4260 -0.04 -0.11 -0.09
H 2.4615 -1.3073 0.7172 0.04 -0.43 0.47
H 2.0834 -2.8169 1.5770 -0.31 0.21 0.05
C -3.7443 4.1571 -3.9847 1.07 -0.07 1.03
H -4.4888 4.7975 -4.4538 -0.20 0.02 0.23
C -2.6100 4.7347 -3.3778 -0.71 0.56 -0.12
H -2.5359 5.8131 -3.2891 0.04 -0.04 0.08
C -1.5923 3.8782 -2.9397 0.33 -1.13 -0.64
H -0.7245 4.2638 -2.3870 -0.18 -0.11 -0.46
C -1.6879 2.5312 -3.2718 0.01 0.66 -0.12
H -0.8490 1.8359 -3.2541 0.02 0.15 0.60
C -2.9442 1.9905 -3.7503 0.54 -1.13 -0.42
C -3.1747 0.6276 -3.9842 0.60 0.74 0.12
H -2.3574 -0.0238 -4.2843 -0.02 -0.17 0.59
C 2.1298 0.3670 -0.6540 -0.94 0.25 -0.48
C 2.2101 0.6159 -2.8738 -0.46 -0.02 0.74
H 1.8479 0.7339 -3.8747 -0.16 0.19 -0.15
C 3.4712 0.4162 -2.4577 0.39 -0.13 0.24
H 4.3937 0.3851 -3.0053 0.08 -0.01 -0.05
N 3.4295 0.2471 -1.0696 -0.21 0.18 -0.52
C 4.4586 -0.2288 -0.2060 -0.03 -0.58 0.63
C 5.1353 -1.4293 -0.4939 -0.25 0.29 0.66
C 5.9156 -2.0089 0.5177 -0.09 0.32 -0.15
H 6.3935 -2.9702 0.3239 -0.02 0.23 -0.02
C 6.0271 -1.4430 1.7878 -0.47 0.49 -0.33
C 6.8813 -2.0709 2.8381 0.19 -0.19 0.26
H 6.4725 -1.8964 3.8345 0.01 -0.03 -0.01
H 7.8980 -1.6677 2.8301 -0.05 0.04 -0.04
H 6.9637 -3.1462 2.6819 -0.01 -0.05 0.04
C 5.2934 -0.2833 2.0675 -0.12 0.05 -0.46
H 5.2805 0.1215 3.0840 0.09 -0.06 -0.33
C 4.5078 0.3321 1.0826 0.27 -0.43 -0.31
C 3.6010 1.4781 1.3798 -0.48 0.54 1.06
H 3.7139 2.3153 0.6741 -0.06 -0.33 0.14
H 3.7899 1.8485 2.3935 0.13 0.07 -0.12
H 2.5372 1.1481 1.3423 0.95 0.31 0.05
C 4.8738 -2.1931 -1.7542 0.18 -0.55 -0.33
H 5.1841 -1.6552 -2.6609 -0.18 -0.22 0.27
H 3.8108 -2.4779 -1.8510 0.33 0.35 -0.01
H 5.4398 -3.1327 -1.7074 -0.08 0.20 -0.14
C -4.0442 3.3009 0.7731 -0.12 0.23 0.10
N -4.3162 2.2908 -0.2085 -0.44 0.84 0.23
C -3.4790 1.2467 -0.4815 -0.65 -1.09 -0.70
N -4.0096 0.1611 -0.9787 0.64 0.31 1.08
O -2.1889 1.4429 -0.2734 -0.44 -0.20 -0.01
H -2.9712 3.2927 1.0068 -0.41 0.03 -0.06
H -4.6415 3.1222 1.6806 0.28 0.07 0.13
H -4.3274 4.2886 0.3957 0.20 0.00 0.01
H -5.2909 2.1373 -0.4675 0.76 0.16 0.14
H -4.1747 0.2559 -3.8018 0.06 -0.11 -0.59
H -5.0235 0.2027 -0.8157 0.44 0.04 -0.42

=====

2.
192
Properties=species:S:1:pos:R:3:forces:R:3 method="wB97M-V/def2-TZVPD" fmax_ev_per_a=4.875 e_tot_ha=-3860.01746 e_lumo_ev=-5.66 homo_ha=-0.5717 total_charge=+4 molar_mass_g_mol=1120.47
C -0.7286 -1.7537 7.8820 1.59 -0.68 -1.27
O -0.6008 -2.3300 6.5546 0.02 1.39 -0.38
C -0.0804 -1.4383 5.5338 -0.52 -0.93 -0.05
C -0.9382 -1.5958 4.2794 -0.26 0.09 -0.51
N -0.6557 -2.6589 3.2909 1.54 -0.98 4.15
H -0.9624 -2.4022 2.4027 -0.81 0.33 -1.66
H 0.9311 -2.8978 3.0072 -0.79 0.41 1.00
C -1.2248 -3.9670 3.6904 0.89 0.36 -1.68
C -1.1665 -4.8396 2.4776 -1.29 0.34 -1.41
O -2.2083 -4.1598 1.6293 0.90 -1.51 -0.16
C -2.1182 -4.5627 0.2409 0.89 1.25 0.75
H -1.3479 -2.4565 8.4011 -0.36 0.05 0.55
H -1.0531 -0.7286 7.8882 -0.88 0.38 -0.26
H 0.2688 -1.6934 8.3121 0.12 -0.33 0.40
H 0.9671 -1.6765 5.3187 0.03 0.17 0.23
H -0.1965 -0.3717 5.7903 0.21 -0.40 0.44
H -0.9015 -0.6922 3.6814 0.12 0.37 0.17
H -1.9571 -1.6618 4.6749 -0.23 -0.10 -0.24
H -2.2070 -3.7560 3.9474 -2.29 -0.04 0.60
H -0.8148 -4.4821 4.5103 1.27 0.02 1.28
H -1.4225 -5.9319 2.5536 0.17 1.07 0.27
H -0.1781 -4.7129 1.9955 -0.67 -0.30 0.03
H -2.0327 -5.6328 0.1573 0.02 -0.45 -0.13
H -1.2321 -4.0280 -0.1265 -0.22 -0.53 -0.38
H -2.9951 -4.1870 -0.2576 -0.40 0.03 -0.22
C 7.2291 4.7265 -1.2336 2.15 0.77 1.59
O 6.5261 4.1157 -2.2498 -1.93 -1.17 -0.77
C 5.5395 3.1409 -1.8690 -0.16 -0.27 0.91
C 5.2943 2.2000 -3.0185 0.27 0.22 -0.67
N 4.6778 3.0901 -4.0448 1.04 1.60 -0.75
H 3.6566 3.1773 -3.8412 -0.59 -0.31 0.30
H 5.0985 4.0402 -3.9523 -0.16 -0.54 0.01
C 4.9198 2.6869 -5.4423 -0.37 0.02 -0.07
C 4.9015 3.8310 -6.4889 -0.17 0.75 -0.39
O 5.2642 5.1481 -6.0719 -1.48 -1.16 1.19
C 6.3893 5.8082 -6.6090 1.33 -0.96 0.17
H 6.7566 4.7620 -0.2337 -0.34 0.04 -0.63
H 7.5549 5.7450 -1.5176 -0.68 -0.38 -0.05
H 8.2000 4.2203 -1.0574 -0.42 -0.15 -0.10
H 4.5198 3.5459 -1.6901 0.58 0.58 0.18
H 5.7827 2.6072 -0.9372 0.37 0.10 -0.35
H 4.5407 1.4378 -2.8350 0.20 -0.04 0.45
H 6.2042 1.7498 -3.4472 -0.26 0.29 0.31
H 4.0992 2.0154 -5.7045 0.35 -0.27 -0.08
H 5.8776 2.1531 -5.4186 -0.28 0.19 -0.38
H 3.9476 3.8430 -7.0793 0.47 0.24 0.94
H 5.6216 3.5173 -7.1901 0.96 -0.49 -1.17
H 6.5482 5.5242 -7.6594 -0.21 0.43 0.10
H 7.3391 5.5110 -6.0700 -0.94 0.41 -0.36
H 6.1840 6.8657 -6.4599 0.26 -0.02 -0.29
C -1.9613 4.7071 -1.7167 -1.29 1.01 -1.02
O -1.6213 5.0701 -3.0750 -0.51 -0.72 0.07
C -0.2604 4.9737 -3.4502 0.14 0.50 0.57
C -0.1498 4.0918 -4.7053 -0.67 0.93 1.07
N -1.3415 4.4424 -5.5972 0.75 -0.40 0.40
H -1.4560 3.6400 -6.2042 -0.51 -0.14 -0.15
H -2.1858 4.5686 -4.9888 0.70 -0.15 -0.35
C -1.1318 5.6333 -6.4472 1.50 -0.53 -0.95
C -2.1798 5.8285 -7.4724 -0.77 -0.58 -0.16
O -3.3848 6.0213 -6.8330 -1.47 0.59 -0.13
C -4.4508 6.5319 -7.6819 0.59 -2.65 -1.23
H -1.3585 3.8879 -1.3332 0.20 0.08 0.03
H -3.0362 4.4118 -1.7687 0.84 0.01 0.17
H -1.9403 5.6558 -1.1503 0.33 -0.64 0.30
H 0.2843 4.4881 -2.6336 0.25 0.20 -0.46
H 0.0903 6.0177 -3.5923 0.17 -0.62 -0.14
H -0.2609 3.0746 -4.3687 -0.17 -0.39 -0.11
H 0.8215 4.2046 -5.1850 -0.39 0.12 -0.36
H -0.1919 5.4876 -7.0364 -0.43 0.05 0.85
H -1.0398 6.5071 -5.8204 -0.02 0.15 0.25
H -2.2645 5.0849 -8.2723 0.21 -0.67 0.29
H -1.8377 6.6665 -7.9947 0.31 1.90 -0.97
H -5.3033 6.5888 -7.0743 -1.09 0.13 0.92
H -4.7127 5.7801 -8.5322 0.69 1.20 1.31
H -4.2511 7.4904 -8.0995 0.55 0.76 -0.30
C -8.3269 2.0077 3.2341 -0.29 0.16 1.23
O -6.9877 1.5647 3.5028 -0.81 0.42 1.21
C -6.6105 1.8339 4.9068 1.33 -1.11 -2.38
C -5.0621 1.8122 4.7582 -1.49 -0.73 -0.19
N -4.8356 2.9155 3.8091 0.71 0.90 -0.60
H -3.9380 2.7096 3.3255 0.83 0.17 0.00
H -5.4988 2.8509 3.0448 -0.50 -0.72 -0.02
C -4.9258 4.3511 4.2734 -0.17 -0.04 -2.09
C -4.5854 4.5156 5.6785 -1.07 0.51 1.77
O -3.2608 4.0835 5.8959 -0.55 0.22 -0.58
C -3.0003 3.9563 7.2598 0.61 0.14 1.65
H -9.0060 1.7269 4.0701 0.38 0.10 -0.50
H -8.6659 1.5203 2.3513 -0.18 -0.39 -0.73
H -8.4197 3.0994 3.0933 0.33 -0.28 0.09
H -7.0424 1.0873 5.5626 -0.01 -0.01 0.18
H -6.9170 2.8388 5.1273 -0.39 0.43 0.55
H -4.6469 0.8953 4.2636 -0.68 0.73 0.36
H -4.5233 1.9489 5.6771 0.20 0.39 0.33
H -5.8467 4.8755 3.9111 0.16 -1.03 0.91
H -4.2131 4.8955 3.6587 0.58 -0.12 0.08
H -5.3238 4.0632 6.4082 0.81 -0.21 -0.80
H -4.7847 5.5709 5.8642 0.70 0.47 0.33
H -3.0955 4.9146 7.8127 0.46 -0.20 -0.49
H -1.9953 3.5001 7.4181 -0.75 0.50 -0.23
H -3.7466 3.3377 7.7602 -0.07 -0.48 -0.13
C -7.9024 -5.3069 5.3134 -0.51 -0.95 0.27
O -6.6624 -4.8551 4.7738 -0.41 0.12 -0.70
C -6.0590 -5.7996 3.9182 1.54 0.09 0.68
C -4.6993 -5.2408 3.5449 1.08 -2.02 -0.08
N -4.7095 -4.1637 2.5650 -0.59 2.02 -0.43
H -3.7798 -4.0729 2.0844 0.23 -0.38 0.38
H -5.3827 -4.2623 1.8007 -0.03 -0.68 0.07
C -5.0418 -2.7946 3.1060 0.67 2.04 -0.43
C -6.1862 -2.1785 2.3083 -0.88 -0.42 0.13
O -5.6718 -2.1770 0.9898 -0.17 0.63 -0.47
C -6.5272 -1.6978 -0.0296 -0.70 0.09 -2.18
H -7.7843 -5.6465 6.3657 -0.03 0.75 -0.44
H -8.1525 -6.2382 4.7957 -0.48 0.22 -0.11
H -8.7260 -4.5642 5.1809 0.87 -0.50 0.20
H -6.5563 -6.1378 3.0039 -0.77 0.50 0.08
H -5.8090 -6.7186 4.4602 -0.27 -0.08 0.16
H -4.1110 -6.0738 3.0564 -0.57 0.74 0.57
H -4.1402 -4.9467 4.4574 -0.39 0.12 -0.67
H -4.1488 -2.0982 2.8960 -1.10 -1.15 0.74
H -5.3465 -2.8505 4.1429 0.38 -0.18 0.22
H -6.5040 -1.1689 2.6676 0.67 -0.53 -0.18
H -7.1214 -2.8153 2.4232 0.85 0.40 -0.42
H -7.4863 -2.2059 0.0213 -0.20 -0.32 0.02
H -6.1114 -1.9061 -1.0745 -0.12 -0.11 1.70
H -6.8167 -0.6197 -0.1215 0.84 -0.42 1.07
C 2.5311 5.5108 0.5873 0.34 -1.64 -0.55
O 1.4344 4.8366 1.2153 1.02 -0.25 0.15
C 0.6387 5.6663 1.9466 -2.22 1.68 -0.01
C -0.6652 4.9265 2.1847 1.23 -1.97 1.32
N -0.3297 3.5220 2.8442 -1.74 2.09 -0.54
H -1.2542 2.8824 2.8574 0.25 0.63 -0.69
H 0.3097 3.1253 2.1795 0.66 -0.55 -0.26
C 0.2812 3.6059 4.1585 1.08 -0.79 -0.25
C 0.8683 2.2035 4.4444 -0.66 -0.56 2.70
O 1.7356 1.6490 3.5235 0.89 1.32 -1.07
C 2.9652 2.4291 3.4769 0.00 -2.35 0.05
H 3.3031 4.6857 0.6142 -0.19 1.58 -0.20
H 2.7867 6.4662 1.0582 0.24 -0.47 0.26
H 2.2485 5.7232 -0.4538 0.17 -0.06 0.15
H 0.3564 6.5530 1.3211 0.15 -0.29 0.55
H 1.0047 6.0824 2.9215 0.40 -0.50 -0.75
H -1.1510 4.6360 1.2775 -0.43 0.18 -0.55
H -1.2814 5.4765 2.8671 -0.59 0.15 0.25
H -0.4114 3.9644 4.9229 -0.17 -0.39 -0.16
H 1.0684 4.3424 4.0820 0.35 0.11 0.30
H 0.0725 1.4428 4.6128 0.11 0.67 -0.40
H 1.3941 2.2233 5.4295 -0.34 0.34 -0.33
H 2.8205 3.4500 3.3087 -0.54 1.62 -0.51
H 3.5596 2.0041 2.6724 0.03 0.02 0.04
H 3.4952 2.3342 4.4183 0.13 -0.21 0.26
C 5.7424 -6.1194 -3.1619 -0.14 -0.28 -1.23
O 6.0488 -7.4854 -3.5434 -0.08 1.17 0.08
C 6.3368 -7.5454 -4.9224 -0.42 -0.07 -0.05
C 6.1919 -8.9819 -5.3298 -0.32 -0.41 -0.99
N 7.1032 -9.8689 -4.6309 1.47 -2.12 0.12
H 8.1007 -9.7500 -4.8597 0.05 0.96 -0.03
H 7.0278 -9.8310 -3.6243 -0.35 0.04 0.42
C 6.9962 -11.3163 -5.1859 -0.76 2.45 -1.25
C 7.6884 -11.2747 -6.5757 -0.08 -1.11 0.88
O 8.9237 -10.5852 -6.3876 -1.70 -0.41 1.89
C 9.8309 -10.7233 -7.4109 1.49 0.36 -1.74
H 5.7942 -5.9919 -2.1091 0.11 -0.27 0.89
H 4.7425 -5.8385 -3.5131 0.00 -0.24 0.07
H 6.4326 -5.4214 -3.6369 0.27 -0.07 0.05
H 7.3432 -7.1795 -5.1634 0.11 -0.08 0.23
H 5.6620 -6.9292 -5.5378 -0.11 -0.20 0.26
H 6.4910 -9.1334 -6.3634 -0.35 0.54 -0.23
H 5.2048 -9.4670 -5.2057 0.21 0.90 0.07
H 5.9371 -11.4875 -5.2945 -0.29 -0.43 -0.05
H 7.4026 -11.9426 -4.4579 0.94 -1.14 0.87
H 7.0237 -10.7199 -7.2761 0.60 -0.69 0.03
H 7.7956 -12.3772 -6.8529 0.11 1.52 -0.15
H 10.7684 -10.1523 -7.2148 -0.97 -0.17 0.11
H 9.3449 -10.3383 -8.3157 0.49 -0.15 -0.24
H 10.1513 -11.7548 -7.5560 -0.22 -0.18 -0.04
C -1.2420 0.5928 1.2877 -0.15 -0.67 -0.90
C -2.4132 1.0167 2.2058 0.77 1.36 -1.10
O -2.5029 2.2797 2.5064 0.37 0.49 0.08
O -3.2194 0.2398 2.6401 -1.00 -2.02 0.38
H -0.9768 1.2438 0.3938 -0.70 -0.47 1.23
H -1.4070 -0.4517 0.8971 0.04 1.07 0.43
H -0.3492 0.5389 1.9083 0.27 0.05 0.09
O 2.5936 -2.8302 0.4106 -0.42 0.01 1.93
C 1.5624 -2.8864 1.3661 -0.39 0.86 -4.78
O 1.8687 -2.9027 2.6181 0.46 -0.32 -0.48
O 0.4430 -2.8546 0.8252 1.71 -0.27 1.59
H 3.4604 -2.6452 0.8087 -0.29 -0.24 0.21
O 2.4550 1.2280 -2.1092 -0.53 1.15 -0.27
C 1.5295 2.1808 -2.5992 4.08 0.09 -2.04
O 2.1068 2.9692 -3.4004 0.18 0.86 -0.11
O 0.3730 2.1169 -2.3430 -3.03 -0.52 1.43
H 1.8545 0.6013 -1.7550 -0.57 -1.52 1.03